A) Molecular formula: C6H12N
Method: DFT, ωB97M-V with the def2-TZVPD basis set

Calculated values
- spin multiplicity = 3
- LUMO (spin up / spin down) (eV) = -3.09 / -8.05
- charge = +1

Each line ends with the natural charge from an NBO analysis.
CARTESIAN COORDINATES (ANGSTROEM)
C 0.166 0.165 2.364  0.024
C -0.589 0.224 1.152  -0.046
C -0.017 1.039 3.412  -0.214
C 0.258 -1.556 -1.999  -0.616
C 0.013 0.896 -1.790  -0.626
C -0.538 -0.350 -1.280  -0.061
N -0.125 -0.441 0.155  -0.342
H 1.043 -0.441 2.410  0.209
H -1.361 0.883 1.195  0.234
H -0.788 1.769 3.449  0.193
H 0.500 1.009 4.316  0.207
H 0.000 -2.488 -1.681  0.221
H 0.212 -1.542 -3.051  0.247
H 1.376 -1.471 -1.826  0.209
H -0.221 1.672 -1.031  0.210
H -0.210 1.253 -2.810  0.264
H 1.122 0.837 -1.823  0.221
H -1.572 -0.391 -1.390  0.231
H 0.732 -1.067 0.230  0.435

B) Molecular formula: C6H12N
Method: DFT, ωB97M-V with the def2-TZVPD basis set

Calculated values
- spin multiplicity = 3
- LUMO (spin up / spin down) (eV) = -3.89 / -6.82
- charge = +1

Each line ends with the natural charge from an NBO analysis.
CARTESIAN COORDINATES (ANGSTROEM)
C -0.507 0.190 -0.371  -0.031
C -1.181 1.500 -0.727  -0.644
C 0.872 0.082 -0.954  -0.481
C -1.088 -0.838 0.315  0.087
C 1.947 -0.655 -0.125  -0.196
C 3.205 -0.199 0.188  -0.352
N -2.492 -0.612 0.748  -0.729
H -1.908 1.777 -0.025  0.191
H -1.759 1.383 -1.586  0.227
H 0.892 -0.753 -1.724  0.255
H 1.162 1.023 -1.424  0.247
H -0.730 -1.822 0.562  0.222
H 1.731 -1.575 0.368  0.194
H -0.423 2.249 -0.807  0.254
H 3.772 0.605 -0.148  0.211
H 3.670 -0.944 0.773  0.202
H -3.059 0.007 0.189  0.448
H -2.628 -0.229 1.687  0.438
H -2.989 -1.484 1.040  0.457

Quick look at relative energies in kcal/mol: A) 0.0; B) 43.1.

A) Molecular formula: C4H11NO3
Method: DFT, ωB97M-V with the def2-TZVPD basis set

Calculated values
- LUMO (eV) = 0.58
- structure (SMILES) = C[C@H](CO)NC=O.O
- charge = 0

Each line ends with the natural charge from an NBO analysis.
CARTESIAN COORDINATES (ANGSTROEM)
C 1.597 0.263 1.587  -0.623
C 1.190 0.387 0.113  -0.070
C -0.329 0.528 0.088  -0.063
O -0.658 1.863 0.379  -0.739
N 1.636 -0.727 -0.701  -0.632
C 0.985 -1.927 -0.947  0.535
O 0.153 -2.434 -0.247  -0.596
H 2.630 0.636 1.720  0.202
H 1.002 0.916 2.205  0.223
H 1.584 -0.751 1.984  0.221
H 1.620 1.299 -0.292  0.212
H -0.722 -0.225 0.773  0.174
H -0.727 0.235 -0.903  0.155
H -1.590 1.981 0.178  0.498
H 2.495 -0.661 -1.212  0.392
H 1.343 -2.312 -1.917  0.103
O -3.529 1.438 -0.356  -0.941
H -3.633 0.884 -1.110  0.475
H -3.867 0.901 0.350  0.476

B) Molecular formula: C4H11NO3
Method: DFT, ωB97M-V with the def2-TZVPD basis set

Calculated values
- LUMO (eV) = 0.59
- structure (SMILES) = CC(=O)O.NCCO
- charge = 0

Each line ends with the natural charge from an NBO analysis.
CARTESIAN COORDINATES (ANGSTROEM)
C -0.375 -2.812 -1.295  -0.722
C -0.291 -1.488 -0.560  0.820
O 0.802 -1.069 -0.073  -0.738
O -1.423 -0.925 -0.327  -0.718
H 0.245 -3.547 -0.759  0.239
H -1.408 -3.211 -1.395  0.228
H 0.040 -2.761 -2.278  0.237
H -1.463 0.082 0.303  0.488
N -1.391 1.284 1.042  -0.807
C 0.077 1.518 1.259  -0.258
C 0.760 1.919 -0.074  -0.077
O 2.039 1.323 -0.142  -0.732
H -1.899 2.166 0.867  0.392
H -1.756 0.940 1.895  0.383
H 0.547 0.591 1.559  0.238
H 0.230 2.314 2.023  0.186
H 0.118 1.602 -0.933  0.162
H 0.931 3.001 -0.066  0.177
H 1.773 0.381 -0.152  0.501

Quick look at relative energies in kcal/mol: A) 4.3; B) 0.0.

A) Molecular formula: C4H11NO3
Method: DFT, ωB97M-V with the def2-TZVPD basis set

Calculated values
- LUMO (eV) = 0.62
- structure (SMILES) = CC(=O)OCN.CO
- charge = 0

Each line ends with the natural charge from an NBO analysis.
CARTESIAN COORDINATES (ANGSTROEM)
C 0.766 -0.740 2.496  -0.723
C 0.025 -0.279 1.270  0.822
O -0.367 0.896 1.140  -0.655
O 0.210 -1.074 0.243  -0.548
C -1.219 -1.323 -0.454  0.068
N -2.038 -0.243 -0.753  -0.795
H 0.773 0.057 3.267  0.236
H 0.328 -1.660 2.888  0.231
H 1.808 -0.954 2.217  0.255
H -1.768 -2.085 0.127  0.189
H -0.863 -1.798 -1.364  0.196
H -2.490 0.175 0.052  0.383
H -1.591 0.455 -1.312  0.384
C 1.123 1.403 -2.011  -0.237
O 1.510 1.584 -0.679  -0.773
H 0.300 2.080 -2.285  0.148
H 1.986 1.628 -2.659  0.181
H 0.811 0.374 -2.213  0.142
H 0.697 1.504 0.031  0.498

B) Molecular formula: C4H11NO3
Method: DFT, ωB97M-V with the def2-TZVPD basis set

Calculated values
- LUMO (eV) = 0.47
- structure (SMILES) = CC[C@@H](N)C(=O)O.O
- charge = 0

Each line ends with the natural charge from an NBO analysis.
CARTESIAN COORDINATES (ANGSTROEM)
C -0.284 2.524 0.571  -0.618
C -0.907 1.082 0.789  -0.386
C -0.497 -0.045 -0.228  -0.184
N -1.000 0.490 -1.513  -0.869
C 1.030 -0.319 -0.208  0.784
O 1.673 -0.618 0.773  -0.613
O 1.576 -0.175 -1.424  -0.711
H 0.735 2.490 0.837  0.206
H -0.921 3.289 1.128  0.218
H -0.488 2.757 -0.477  0.211
H -1.980 1.267 0.630  0.215
H -0.830 0.675 1.799  0.201
H -1.040 -1.032 -0.128  0.268
H -0.378 1.067 -2.119  0.385
H -1.470 -0.296 -1.997  0.369
H 2.567 -0.399 -1.579  0.513
O -1.221 -2.607 1.234  -0.966
H -0.399 -2.163 1.618  0.501
H -1.070 -3.332 0.666  0.479

C) Molecular formula: C4H11NO3
Method: DFT, ωB97M-V with the def2-TZVPD basis set

Calculated values
- LUMO (eV) = 0.34
- structure (SMILES) = C[C@H](O)[C@@H](N)C=O.O
- charge = 0

Each line ends with the natural charge from an NBO analysis.
CARTESIAN COORDINATES (ANGSTROEM)
C -2.081 0.632 0.306  -0.657
C -0.815 -0.286 0.054  0.146
O -0.583 -0.890 1.327  -0.780
C 0.644 0.734 0.084  -0.194
N 0.389 1.610 1.262  -0.850
C 1.774 -0.221 0.143  0.430
O 1.816 -1.260 -0.511  -0.569
H -2.848 0.324 0.990  0.231
H -2.686 0.809 -0.629  0.212
H -1.709 1.604 0.480  0.241
H -0.845 -1.031 -0.743  0.217
H 0.109 -1.561 1.471  0.487
H 0.748 1.395 -0.804  0.238
H 0.110 1.014 2.072  0.381
H 1.180 2.129 1.588  0.362
H 2.702 -0.032 0.700  0.135
O 0.480 -1.390 -2.733  -0.958
H 0.957 -1.435 -1.916  0.477
H 0.658 -2.147 -3.140  0.452

D) Molecular formula: C4H11NO3
Method: DFT, ωB97M-V with the def2-TZVPD basis set

Calculated values
- LUMO (eV) = 0.46
- structure (SMILES) = C[C@@H](CO)NC=O.O
- charge = 0

Each line ends with the natural charge from an NBO analysis.
CARTESIAN COORDINATES (ANGSTROEM)
C -0.328 0.694 1.636  -0.630
C 0.309 1.100 0.318  -0.076
C 1.562 0.275 0.045  -0.061
O 2.627 0.626 0.922  -0.725
N -0.634 1.082 -0.794  -0.603
C -0.866 0.117 -1.702  0.536
O -0.262 -0.933 -1.787  -0.643
H -0.794 1.513 2.166  0.214
H 0.424 0.249 2.290  0.220
H -1.064 -0.092 1.461  0.222
H 0.644 2.142 0.407  0.194
H 1.334 -0.768 0.247  0.179
H 1.908 0.327 -0.980  0.194
H 2.373 1.240 1.625  0.466
H -1.201 1.914 -0.858  0.396
H -1.681 0.402 -2.384  0.118
O -1.692 -3.584 -0.984  -0.952
H -1.476 -3.321 -0.085  0.462
H -1.183 -2.985 -1.544  0.489

Quick look at relative energies in kcal/mol: A) 23.3; B) 9.8; C) 46.8; D) 0.0.

A) Molecular formula: C4H11NO3
Method: DFT, ωB97M-V with the def2-TZVPD basis set

Calculated values
- LUMO (eV) = 0.57
- structure (SMILES) = CNC(=O)CCO.O
- charge = 0

Each line ends with the natural charge from an NBO analysis.
CARTESIAN COORDINATES (ANGSTROEM)
C 0.975 1.372 1.959  -0.424
N 1.455 0.559 0.874  -0.627
C 0.820 -0.606 0.513  0.682
O 0.010 -1.133 1.241  -0.607
C 1.075 -1.059 -0.904  -0.552
C -0.205 -1.117 -1.808  -0.044
O -1.407 -0.762 -1.124  -0.718
H 0.148 0.898 2.476  0.246
H 1.780 1.661 2.635  0.195
H 0.544 2.315 1.595  0.190
H 2.251 0.830 0.326  0.389
H 1.270 -2.116 -0.731  0.238
H 1.900 -0.668 -1.487  0.215
H -0.440 -2.129 -2.129  0.189
H -0.033 -0.504 -2.694  0.165
H -1.497 0.196 -1.163  0.461
O -3.004 0.876 0.455  -0.959
H -3.189 1.301 -0.385  0.463
H -2.454 0.086 0.352  0.497

B) Molecular formula: C4H11NO3
Method: DFT, ωB97M-V with the def2-TZVPD basis set

Calculated values
- LUMO (eV) = 0.31
- structure (SMILES) = CCNCC(=O)O.O
- charge = 0

Each line ends with the natural charge from an NBO analysis.
CARTESIAN COORDINATES (ANGSTROEM)
C -2.431 -0.649 -0.277  -0.625
C -1.181 0.050 -0.840  -0.223
N -0.680 1.020 0.136  -0.608
C 0.440 1.869 -0.287  -0.332
C 1.802 1.245 -0.203  0.768
O 2.754 1.725 0.340  -0.576
O 1.839 0.049 -0.831  -0.705
H -2.312 -1.725 -0.275  0.209
H -3.352 -0.335 -0.747  0.217
H -2.611 -0.318 0.750  0.213
H -1.427 0.641 -1.727  0.186
H -0.464 -0.725 -1.082  0.178
H -0.504 0.551 1.018  0.353
H 0.219 2.109 -1.319  0.221
H 0.426 2.730 0.363  0.226
H 2.730 -0.328 -0.813  0.497
O 1.434 -2.855 2.225  -0.933
H 0.988 -2.170 1.713  0.466
H 2.328 -2.884 1.857  0.468

Quick look at relative energies in kcal/mol: A) 9.8; B) 0.0.